No. 1
H24O12 | ωB97M-V with the def2-TZVPD basis set

* lowest unoccupied orbital energy: 0.0 eV
* energy relative to the best compared isomer or geometry (same formula, charge and spin): 214.37 kcal per mole

```
! RIJCOSX wB97M-V def2-TZVPD def2/J DEFGRID3
* xyz 0 1
H 0.49114 0.00674 1.04229
H -0.54076 0.42510 0.00779
H -1.76784 0.19148 4.28137
H -1.87626 1.39336 3.35737
H -2.20546 3.50201 -2.25543
H -2.34372 3.22863 -0.76675
H -1.73422 4.75189 1.94920
H -0.72002 3.85494 1.25861
H 4.36855 -0.65493 1.88281
H 4.98603 -1.80359 2.66341
H 3.48664 0.22760 -1.37794
H 3.94505 -0.25640 -2.74382
H 2.07590 3.18390 -2.88132
H 2.78102 3.24600 -1.53633
H -5.46789 -2.12828 -0.75115
H -4.12957 -1.77789 -0.12173
H -3.12739 -3.04955 -1.74753
H -2.36273 -1.86554 -2.31627
H -2.26794 -1.47605 -0.07582
H -1.56851 -2.82395 -0.01266
H 1.53818 -3.35166 -0.47136
H 2.30551 -3.35856 0.84058
H 2.47579 -1.12058 -0.45620
H 3.05990 -0.30712 0.68710
O 0.26950 -0.08699 0.10897
O -2.36279 0.90802 4.03319
O -1.69514 3.46754 -1.43850
O -1.37941 4.53479 1.07974
O 4.46618 -1.61378 1.87429
O 3.47540 -0.54554 -1.95337
O 1.92086 3.37922 -1.95029
O -4.52910 -2.34260 -0.79290
O -3.18751 -2.09592 -1.87395
O -2.44295 -2.41951 0.01498
O 1.81985 -2.77447 0.24732
O 2.24368 -0.44830 0.19431
*
```

No. 2
H24O12 | ωB97M-V with the def2-TZVPD basis set

* lowest unoccupied orbital energy: -0.5 eV
* energy relative to the best compared isomer or geometry (same formula, charge and spin): 165.43 kcal per mole
* structure (SMILES): O.O.O.O.O.O.O.O.O.O.O.O

```
! RIJCOSX wB97M-V def2-TZVPD def2/J DEFGRID3
* xyz 0 1
O 0.51975 0.20091 -0.70516
H 0.68202 -0.71642 -0.54690
H -0.16491 0.37945 -0.03904
O -4.07380 -0.05621 1.31993
H -4.76856 0.61730 1.29845
H -4.60029 -0.73303 0.73400
O -3.56382 -1.82630 1.38751
H -3.09843 -1.49490 0.57895
H -2.92782 -1.77121 2.10012
O 0.52637 4.57321 1.24295
H -0.17635 3.95314 1.56133
H 0.85940 3.95636 0.61486
O -0.66016 -1.09674 -3.08250
H -1.25450 -1.03446 -2.35522
H -0.63610 -0.31222 -3.56322
O 4.12619 -1.79576 3.29044
H 5.00613 -1.31665 3.15620
H 3.80485 -1.81748 2.39639
O 3.08480 2.74284 1.07684
H 3.06668 2.99877 1.97134
H 3.98906 2.25129 1.03678
O 4.27316 0.41740 -1.13444
H 4.40725 0.32754 -0.18750
H 5.25295 0.58685 -1.40375
O -2.12907 1.43056 1.42989
H -1.23683 1.43383 1.21418
H -1.99596 1.40178 2.43484
O 0.41508 1.08400 1.82376
H 1.18122 1.43248 1.40647
H 0.73990 0.52581 2.54380
O -1.88709 -2.79346 -1.85961
H -1.62564 -3.66674 -2.11440
H -2.83743 -2.57832 -2.18025
O -0.90172 -2.75297 -5.01766
H -1.36763 -3.11722 -4.22585
H -0.13658 -2.32584 -4.60716
*
```

No. 3
H24O12 | ωB97M-V with the def2-TZVPD basis set

* lowest unoccupied orbital energy: -0.4 eV
* energy relative to the best compared isomer or geometry (same formula, charge and spin): 61.50 kcal per mole
* structure (SMILES): O.O.O.O.O.O.O.O.O.O.O.O

```
! RIJCOSX wB97M-V def2-TZVPD def2/J DEFGRID3
* xyz 0 1
O 1.96894 1.70648 0.34824
H 2.43652 0.83941 0.37198
H 2.38336 2.13433 1.08065
O 2.47409 3.79497 -1.10272
H 3.38195 3.47955 -1.23770
H 2.10340 3.04892 -0.60397
O -0.55668 2.56208 -2.14257
H -0.23522 2.23889 -2.95709
H -1.43683 2.15829 -2.03419
O -0.42744 3.61373 0.21568
H -0.03275 4.44883 0.13235
H -0.43573 3.25880 -0.65973
O 1.99751 -1.87343 3.07374
H 1.35477 -1.49354 2.47763
H 2.03087 -2.83821 2.87606
O -2.25908 -1.50977 1.33551
H -1.62720 -1.32656 2.04320
H -2.22381 -2.48348 1.32538
O -2.02809 -2.47101 -1.69941
H -2.57641 -3.17565 -1.35347
H -1.47855 -2.37136 -0.91769
O -2.76578 0.52307 -0.34770
H -2.46570 -0.13441 0.24446
H -2.29251 0.43325 -1.16548
O -0.05334 -3.15026 0.23327
H -0.12941 -3.97343 0.69812
H 0.88614 -3.13254 0.00815
O -0.22376 0.03558 2.73182
H -0.22021 0.93760 2.59558
H -1.03173 0.07202 3.26833
O 0.30194 -0.36150 -0.44846
H 0.63379 0.57958 -0.44909
H 0.10207 -0.74890 0.39600
O 0.98308 -1.96553 -2.83665
H 0.66429 -1.35627 -3.51369
H 0.79748 -1.49953 -1.98652
*
```

No. 4
H24O12 | ωB97M-V with the def2-TZVPD basis set

* lowest unoccupied orbital energy: -0.5 eV
* energy relative to the best compared isomer or geometry (same formula, charge and spin): 25.69 kcal per mole
* structure (SMILES): O.O.O.O.O.O.O.O.O.O.O.O

```
! RIJCOSX wB97M-V def2-TZVPD def2/J DEFGRID3
* xyz 0 1
O 26.22065 0.47407 -9.33400
H 25.86179 -0.37151 -9.01812
H 26.05832 0.49055 -10.28180
O 30.42747 -6.13524 -7.83667
H 29.65488 -5.76790 -8.27665
H 30.99415 -5.36480 -7.68400
O 28.00026 -3.11997 -7.55153
H 27.31416 -2.47996 -7.30710
H 27.60758 -3.99486 -7.42565
O 27.55708 -0.92184 -5.41668
H 28.19760 -0.38492 -4.93984
H 27.81464 -1.84460 -5.24523
O 24.70132 -2.15363 -4.85874
H 24.72531 -2.93614 -5.42515
H 25.40545 -1.58117 -5.19764
O 30.77668 -3.35392 -6.84267
H 30.83982 -3.29374 -5.88626
H 29.89959 -2.99217 -7.05353
O 27.24361 -6.10918 -8.18868
H 27.04668 -6.93144 -7.72742
H 27.30375 -6.36106 -9.11756
O 28.95149 -1.67408 -10.40209
H 29.34950 -0.82850 -10.16582
H 28.86815 -2.14079 -9.56147
O 28.45285 -3.49778 -4.48066
H 28.99241 -3.74191 -3.72063
H 27.70772 -4.10859 -4.46980
O 28.54815 1.00685 -7.75026
H 28.51520 0.23317 -7.17625
H 27.71794 0.94735 -8.25470
O 25.41718 -1.83073 -7.78680
H 25.39054 -2.58360 -8.39340
H 24.52254 -1.75710 -7.42627
O 25.59200 -4.78835 -5.55483
H 25.54893 -4.81518 -4.59012
H 25.87713 -5.66503 -5.83291
*
```

No. 5
H24O12Xe | ωB97M-V with the def2-TZVPD basis set

* lowest unoccupied orbital energy: -0.7 eV
* energy relative to the best compared isomer or geometry (same formula, charge and spin): 30.61 kcal per mole

```
! RIJCOSX wB97M-V def2-TZVPD def2/J DEFGRID3
* xyz 0 1
Xe 10.24044 18.84500 1.10279
O 11.60175 19.30950 -1.80582
H 12.28201 19.87972 -2.16406
H 10.80235 19.83437 -1.84714
O 7.19409 20.55215 0.40484
H 7.91266 20.51100 -0.22619
H 6.40507 20.61339 -0.13361
O 9.12096 20.64384 4.38456
H 9.87135 20.55177 3.79747
H 8.69288 21.45200 4.10197
O 9.79411 15.15626 2.16234
H 8.85301 15.33008 2.18149
H 10.08883 15.33187 3.05594
O 12.19355 22.15727 2.18063
H 12.52791 21.36727 2.60530
H 11.80314 22.66514 2.89189
O 8.13814 22.32674 2.23271
H 8.04890 21.65024 1.56142
H 8.58669 23.04690 1.78953
O 7.23235 18.59884 4.18868
H 8.14684 18.78555 4.40102
H 6.95208 17.97723 4.86045
O 6.39877 18.17201 1.66539
H 6.65011 18.82507 1.01225
H 6.79617 18.48140 2.47937
O 8.06842 16.00835 -1.22471
H 9.00792 16.18390 -1.27734
H 7.65574 16.84914 -1.42221
O 10.74074 16.52955 -2.11851
H 10.46655 16.16702 -2.96090
H 10.92211 17.45140 -2.30157
O 8.91923 20.54286 -1.57585
H 8.51518 21.36277 -1.85996
H 8.40507 19.86002 -2.00667
O 14.33373 17.91020 -0.49029
H 13.98003 17.44983 0.27076
H 13.67514 18.57331 -0.69708
*
```

No. 6
H24O12Xe | ωB97M-V with the def2-TZVPD basis set

* lowest unoccupied orbital energy: -0.3 eV
* energy relative to the best compared isomer or geometry (same formula, charge and spin): 8.53 kcal per mole

```
! RIJCOSX wB97M-V def2-TZVPD def2/J DEFGRID3
* xyz 0 1
Xe -8.00014 -5.84204 0.73778
O -7.12394 -6.12698 4.95841
H -7.28152 -5.34559 4.42850
H -6.19160 -6.31084 4.84355
O -7.63281 -5.44356 -2.78263
H -7.70680 -5.75756 -3.68383
H -6.85867 -5.88762 -2.43657
O -11.24294 -4.39858 1.08725
H -10.72063 -4.20707 1.86619
H -12.07086 -3.94152 1.23513
O -5.22896 -6.23983 -2.03267
H -4.56553 -5.56299 -1.89858
H -5.05667 -6.88413 -1.34606
O -11.17252 -7.66829 0.69628
H -11.28917 -6.77379 1.01642
H -10.54790 -8.06173 1.30561
O -7.05783 -9.61029 1.20265
H -7.15108 -10.09196 0.38075
H -6.53727 -10.18746 1.76134
O -9.51352 -9.29089 2.49015
H -8.73511 -9.39806 1.94350
H -9.19163 -8.86668 3.28556
O -10.30568 -5.01315 -1.71865
H -9.35278 -4.92382 -1.73389
H -10.54220 -4.90467 -0.79750
O -9.83841 -3.76178 3.44962
H -8.95116 -3.45547 3.63721
H -10.40728 -3.15062 3.91772
O -6.85612 -3.48181 3.71039
H -5.94555 -3.68960 3.50085
H -6.79875 -2.80308 4.38291
O -4.94334 -8.10478 0.04551
H -4.45847 -8.68423 -0.54216
H -5.60691 -8.66783 0.44411
O -9.62314 -8.33349 -1.63517
H -9.67713 -7.44816 -1.99504
H -10.02292 -8.26493 -0.76816
*
```

No. 7
H25O12 | ωB97M-V with the def2-TZVPD basis set

* lowest unoccupied orbital energy: -2.9 eV
* energy relative to the best compared isomer or geometry (same formula, charge and spin): 59.00 kcal per mole

```
! RIJCOSX wB97M-V def2-TZVPD def2/J DEFGRID3
* xyz 1 1
O -0.81490 3.00112 -2.44566
H -4.16623 -1.17350 2.11688
H 0.49721 3.08566 0.95811
O 3.33112 -2.41860 0.02479
H 2.72819 -1.85551 0.58589
H 3.31951 -3.31424 0.45624
O 3.65821 1.77122 0.91384
H -1.80691 0.88124 -0.27764
O 2.28959 -0.12681 -0.87695
H 3.91328 1.45628 1.79440
H 2.91791 0.13801 -0.16758
O -1.76268 -2.20850 -1.37594
H -2.16720 -1.88022 -0.57149
H -1.30035 -1.37161 -1.62765
O -0.22738 -0.28408 -2.38939
H -0.36105 -1.25763 2.97573
H -0.88300 0.28611 -2.85387
O 0.35219 2.33337 1.57642
H 1.15968 1.89442 1.22807
H -1.76161 2.90297 -2.53073
O -3.28850 1.44011 -0.07293
H -0.41739 1.76911 0.59953
H -4.11172 1.38456 -0.55888
O -0.78525 1.21464 -0.21595
H 4.26995 1.85208 0.20399
H -0.38082 0.58700 -0.84114
O -3.36189 -0.86126 1.67881
H -2.96145 -1.72360 1.68433
H 0.53119 -0.35608 -2.95153
O 0.45902 -1.72626 3.05917
H 2.65344 -0.95592 -1.18145
H -0.44328 3.82375 -2.72396
O 0.56472 -2.16906 0.44760
H -3.61520 1.10576 0.77958
H 0.07682 -2.56664 -0.30430
H 0.92118 -1.67222 2.21867
H 0.97359 -3.00564 0.66499
*
```